ORCA calculation (ωB97M-V/def2-TZVPD) on a cluster of 2 separate species, C2H7NO4S in total in a non-equilibrium geometry.

Each line ends with the Mulliken charge.
Element x y z (Å)
C 0.284893 1.422258 -0.689148  -0.4493
C 0.656652 0.311703 0.348543  -0.4691
H -1.096382 0.770163 -2.235558  0.2520
H -0.158581 2.069933 -2.624950  0.2867
H 1.359514 1.901748 -0.588593  0.2983
H -0.400004 2.292582 -0.098921  0.2558
H 1.288865 -0.355921 -0.269568  0.3486
H 1.177880 0.797644 1.220799  0.3238
H -1.482154 -2.329345 -0.692880  0.4275
N -0.052058 1.117254 -2.112966  -0.6362
O -0.446856 -0.467072 0.608235  -0.2397
O -1.370109 -2.569698 1.068393  -0.5534
O 1.106597 -2.163121 1.342293  -0.5256
O -0.703346 -1.159132 3.013451  -0.5159
S -0.164908 -1.638995 1.710869  1.1963

Force components x, y, z for each atom (eV/Å):
1.080 3.295 2.672
0.952 1.072 -3.231
2.724 0.639 0.854
0.656 -2.033 1.226
-2.004 -0.325 -1.197
1.350 -2.406 -1.732
0.691 0.513 0.786
-0.704 -0.683 -0.719
0.656 -0.525 4.657
-2.750 1.227 -0.143
-1.203 -0.645 2.139
0.831 0.919 -2.570
0.214 -0.136 1.526
2.362 -1.782 -2.949
-4.854 0.870 -1.319

Values from the calculation:
**Relative energy (zero: lowest compared OMol25 entry of this formula, charge and spin)**: 143.54 kcal per mole
**Charge**: 0
**Kohn-Sham gap**: 0.2584 hartree
**Highest occupied orbital energy**: -10.1 eV